1.
Density functional theory data (ωB97M-V/def2-TZVPD) for a 9-piece molecular cluster, C30H48O27PS overall.

Each line ends with the Mulliken charge.
CARTESIAN COORDINATES (ANGSTROEM)
1 C 0.37 0.67 1.02  -0.656
2 C -0.04 1.46 -0.21  -0.628
3 O -1.09 0.75 -0.96  -0.148
4 P -2.59 0.79 -0.53  1.328
5 O -2.94 0.16 0.77  -0.895
6 C -3.39 -0.14 -1.87  -0.741
7 C -4.78 -0.67 -1.50  -0.517
8 S -4.69 -1.96 -0.21  -0.044
9 O -3.02 2.29 -0.71  -0.419
10 C -4.31 2.77 -0.23  -0.268
11 C -5.30 2.94 -1.34  -0.873
12 H 0.10 -0.38 0.88  0.094
13 H 1.44 0.74 1.20  0.313
14 H -0.16 1.00 1.91  0.369
15 H 0.76 1.60 -0.93  0.395
16 H -0.42 2.46 0.04  0.322
17 H -3.53 0.51 -2.74  0.512
18 H -2.74 -0.95 -2.19  0.026
19 H -5.46 0.09 -1.13  0.295
20 H -5.25 -1.18 -2.34  0.551
21 H -5.54 -1.42 0.67  0.289
22 H -3.61 -1.44 0.43  0.332
23 H -4.68 2.09 0.54  0.394
24 H -4.12 3.72 0.27  0.124
25 H -5.05 3.76 -2.02  0.359
26 H -6.26 3.18 -0.89  0.250
27 H -5.45 2.05 -1.95  0.200
28 C 3.79 1.84 5.33  -0.361
29 C 4.88 0.85 4.97  -0.292
30 O 4.12 -0.28 4.51  -0.229
31 C 2.91 0.16 4.10  0.638
32 O 2.12 -0.52 3.50  -0.511
33 O 2.72 1.44 4.45  -0.321
34 H 4.04 2.88 5.14  0.298
35 H 3.44 1.72 6.36  0.274
36 H 5.51 1.19 4.15  0.225
37 H 5.50 0.54 5.80  0.318
38 C -0.70 -2.42 -1.54  -0.083
39 C 0.59 -3.20 -1.69  0.957
40 O 0.10 -4.51 -1.97  -0.335
41 C -1.13 -4.44 -2.51  0.503
42 O -1.75 -5.33 -2.98  -0.554
43 O -1.59 -3.15 -2.41  -0.374
44 H -0.60 -1.39 -1.85  0.308
45 H -1.11 -2.46 -0.52  0.066
46 H 1.20 -2.85 -2.51  -0.264
47 H 1.19 -3.24 -0.78  -0.208
48 C -9.41 5.59 -2.85  -0.287
49 C -10.56 4.76 -2.32  -0.299
50 O -10.08 3.42 -2.54  -0.338
51 C -8.74 3.45 -2.59  0.689
52 O -8.03 2.49 -2.57  -0.542
53 O -8.29 4.71 -2.65  -0.304
54 H -9.24 6.52 -2.31  0.285
55 H -9.50 5.79 -3.92  0.258
56 H -10.72 4.90 -1.25  0.257
57 H -11.50 4.89 -2.86  0.290
58 C 2.66 -6.74 0.98  -0.482
59 C 2.41 -5.64 -0.03  -0.166
60 O 3.10 -4.53 0.56  -0.107
61 C 4.05 -5.00 1.39  0.386
62 O 4.89 -4.32 1.89  -0.383
63 O 3.92 -6.33 1.56  -0.406
64 H 2.77 -7.73 0.54  0.324
65 H 1.92 -6.77 1.77  0.288
66 H 2.86 -5.85 -1.00  0.270
67 H 1.37 -5.37 -0.16  0.177
68 C 4.31 -2.18 1.63  0.074
69 C 4.11 -2.24 0.13  0.560
70 O 5.21 -1.46 -0.35  -0.388
71 C 6.19 -1.46 0.59  0.590
72 O 7.28 -1.03 0.43  -0.553
73 O 5.73 -2.02 1.74  -0.486
74 H 4.00 -3.08 2.15  0.725
75 H 3.83 -1.31 2.08  -0.615
76 H 4.20 -3.25 -0.26  0.038
77 H 3.19 -1.79 -0.22  0.000
78 C -4.71 6.38 2.65  -0.238
79 C -5.05 7.60 1.81  -0.332
80 O -6.05 7.08 0.93  -0.330
81 C -6.63 6.01 1.51  0.718
82 O -7.61 5.46 1.11  -0.529
83 O -5.93 5.63 2.61  -0.332
84 H -4.46 6.60 3.69  0.315
85 H -3.92 5.78 2.21  0.182
86 H -5.49 8.40 2.41  0.281
87 H -4.22 7.99 1.23  0.287
88 C 7.84 -3.38 2.34  0.643
89 C 8.09 -2.65 3.65  -0.268
90 O 9.51 -2.76 3.79  -0.391
91 C 10.05 -2.95 2.56  0.579
92 O 11.22 -2.91 2.33  -0.540
93 O 9.08 -3.18 1.65  -0.350
94 H 7.03 -2.97 1.75  -0.437
95 H 7.68 -4.45 2.48  0.309
96 H 7.82 -1.59 3.59  0.287
97 H 7.60 -3.11 4.51  0.295
98 C 3.05 0.25 -5.44  -0.305
99 C 3.52 -0.88 -6.34  -0.328
100 O 3.90 -1.88 -5.39  -0.330
101 C 3.27 -1.65 -4.23  0.592
102 O 3.27 -2.38 -3.30  -0.522
103 O 2.62 -0.46 -4.27  -0.239
104 H 2.22 0.83 -5.83  0.280
105 H 3.87 0.92 -5.15  0.280
106 H 2.71 -1.28 -6.96  0.255
107 H 4.37 -0.63 -6.97  0.297

Output
* orbital gap: 8.16 eV
* HOMO level: -11.01 eV
* charge: +1
* largest force on an atom: 4.06 eV/A
* calculated total energy: -107289.01642 eV
* LUMO level: -2.85 eV
* spin multiplicity: 1

2.
Density functional theory data (ωB97M-V/def2-TZVPD) for C30H49FLuP2 as an isolated structure.

Each line ends with the Mulliken charge.
CARTESIAN COORDINATES (ANGSTROEM)
1 Lu -0.84 -0.40 -1.70  0.675
2 C -2.37 1.76 0.16  0.226
3 C -2.92 0.89 -0.84  0.908
4 C -2.39 -0.38 1.03  1.145
5 C -2.13 0.99 1.32  0.988
6 C -2.91 -0.46 -0.30  -0.123
7 C -2.24 3.22 0.02  -1.800
8 H -1.93 3.48 -0.99  0.372
9 H -1.47 3.61 0.70  0.381
10 H -3.16 3.78 0.23  0.394
11 C -1.87 1.55 2.67  -1.573
12 H -1.96 2.65 2.65  0.374
13 H -0.86 1.31 3.03  0.016
14 H -2.58 1.16 3.42  0.365
15 C -2.46 -1.49 2.01  -1.817
16 H -3.49 -1.88 2.03  0.439
17 H -2.23 -1.15 3.03  0.246
18 H -1.80 -2.34 1.79  0.130
19 C -3.53 -1.64 -0.96  -0.947
20 H -4.61 -1.47 -1.06  0.331
21 H -3.38 -2.56 -0.38  0.378
22 H -3.15 -1.84 -1.98  -0.007
23 C -3.57 1.35 -2.09  -1.581
24 H -4.54 1.84 -1.89  0.390
25 H -3.79 0.53 -2.79  0.307
26 H -2.95 2.10 -2.61  0.254
27 C 1.13 0.51 -2.36  0.271
28 C 0.09 1.41 -2.62  0.352
29 C -0.42 1.61 -4.04  -1.200
30 C -1.31 0.50 -4.64  -1.408
31 C -1.49 -0.78 -3.82  -0.566
32 C -0.40 -1.63 -3.58  -0.309
33 C 0.98 -1.35 -4.17  -1.541
34 C 1.81 -0.23 -3.48  -1.544
35 H 0.42 1.82 -4.74  0.466
36 H -0.94 0.29 -5.66  0.557
37 H -0.98 2.57 -4.04  0.476
38 H 2.14 0.48 -4.25  0.527
39 H 1.70 0.50 -1.42  -0.171
40 H -0.15 2.21 -1.90  0.224
41 H 2.76 -0.64 -3.11  0.414
42 H 1.58 -2.28 -4.14  0.498
43 H -0.58 -2.67 -3.29  0.788
44 H 0.92 -1.09 -5.25  0.381
45 H -2.31 0.93 -4.81  0.370
46 H -2.52 -1.16 -3.73  0.817
47 P 2.23 1.98 2.02  1.833
48 C 2.09 3.44 3.11  -1.407
49 H 3.00 4.04 3.03  0.410
50 H 1.92 3.16 4.16  0.415
51 H 1.23 4.03 2.77  0.393
52 C 3.96 1.75 1.54  -1.361
53 H 4.55 2.64 1.83  0.389
54 H 4.00 1.66 0.45  0.397
55 H 4.41 0.85 1.99  0.443
56 C 1.42 2.55 0.53  -0.664
57 H 1.70 1.90 -0.30  0.007
58 H 1.76 3.58 0.28  0.596
59 H 0.33 2.54 0.65  -0.135
60 P 0.79 -2.64 -0.34  1.117
61 C -0.17 -4.16 -0.70  -1.406
62 H 0.50 -4.99 -0.90  0.459
63 H -0.81 -3.99 -1.58  0.262
64 H -0.82 -4.39 0.15  0.406
65 C 2.39 -2.96 -1.18  -1.345
66 H 2.26 -3.00 -2.26  0.259
67 H 2.83 -3.91 -0.83  0.527
68 H 3.09 -2.14 -0.94  0.265
69 C 1.32 -3.05 1.38  -1.327
70 H 1.94 -3.96 1.41  0.552
71 H 0.44 -3.21 2.02  0.314
72 H 1.90 -2.21 1.80  0.271
73 F 1.29 -2.00 6.33  -0.321
74 C 1.50 -1.15 5.26  0.000
75 C 2.62 -0.31 5.30  -0.814
76 C 2.80 0.54 4.22  -0.881
77 C 1.90 0.60 3.15  -0.025
78 C 0.83 -0.31 3.12  -0.079
79 C 0.60 -1.18 4.21  -0.930
80 H 3.31 -0.31 6.14  0.505
81 H 3.68 1.20 4.22  0.427
82 H 0.16 -0.37 2.26  1.115
83 H -0.25 -1.86 4.23  0.455

Output
* orbital gap (alpha / beta): 5.66 / 5.55 eV
* HOMO level (alpha / beta): -8.45 / -8.33 eV
* charge: +1
* largest force on an atom: 4.66 eV/A
* calculated total energy: -86811.19788 eV
* LUMO level (alpha / beta): -2.78 / -2.78 eV
* spin multiplicity: 1